(1)
Molecular formula: C22H21GeMgN2O3
Method: DFT, wB97M-V/def2-TZVPD

Summary:
Expectation value of S²: 0.76
Highest occupied orbital energy (alpha / beta), eV: -8.1 / -8.1
Molecular weight, Da: 458.3
HOMO-LUMO gap (alpha / beta), eV: 7.97 / 5.36
LUMO energy (alpha / beta), hartree: -0.00516 / -0.10086
Spin multiplicity: 2

Positions of all 50 atoms, in Å:
Ge1 0.0001 0.5978 -0.5771
Mg1 -0.1563 -2.0033 -0.1047
O1 -1.7695 -2.9333 -0.3903
O2 0.7856 -4.1079 3.0285
O3 -3.5008 -3.7335 0.7836
N1 1.7335 -3.0654 -0.0380
N2 -0.2811 -2.4321 1.8207
C1 -3.4969 0.7725 1.6986
C2 -3.9201 2.0355 -0.3112
C3 -2.3902 -3.2539 0.7413
C4 -0.2524 1.0449 -4.7333
C5 0.3495 1.1242 -2.3934
C6 0.7538 -3.1846 2.2209
C7 -2.6397 1.7572 -0.7667
C8 1.6095 2.3922 -4.0157
C9 -4.3471 1.5414 0.9146
C10 1.0932 1.6779 1.8780
C11 3.4355 1.7767 2.4224
C12 -0.4701 0.6484 -3.4220
C13 -1.6371 -2.9557 2.0553
C14 -1.7739 1.0005 0.0257
C15 -2.2117 0.4997 1.2562
C16 2.1107 2.0236 2.7566
C17 2.0330 -2.8437 1.4261
C18 1.3979 1.9948 -2.7022
C19 3.7514 1.1865 1.2054
C20 0.7880 1.9162 -5.0287
C21 1.3999 1.0975 0.6455
C22 2.7372 0.8445 0.3230
H1 2.4154 3.0769 -4.2477
H2 2.8575 -3.4618 1.7706
H3 4.7841 0.9904 0.9469
H4 -3.8382 0.3720 2.6442
H5 -5.3534 1.7474 1.2563
H6 -4.5893 2.6311 -0.9191
H7 -1.5544 -0.1134 1.8647
H8 1.5225 -4.0516 -0.1696
H9 2.9936 0.3862 -0.6269
H10 0.0629 1.8680 2.1519
H11 2.0397 2.3789 -1.9186
H12 2.2866 -1.7895 1.5533
H13 -2.2506 -2.2417 2.6118
H14 0.9581 2.2257 -6.0521
H15 1.8676 2.4817 3.7068
H16 -1.6122 -3.8667 2.6528
H17 -1.2878 -0.0298 -3.2020
H18 2.5511 -2.8723 -0.6046
H19 -0.8931 0.6739 -5.5229
H20 4.2248 2.0412 3.1144
H21 -2.3170 2.1347 -1.7294


(2)
Molecular formula: C54H59BrClN2O6P2
Method: DFT, wB97M-V/def2-TZVPD

Summary:
Energy relative to the best compared isomer or geometry (same formula, charge and spin), kJ/mol: 256.4
Highest occupied orbital energy, eV: -10.1
Molecular weight, Da: 1009.4
Charge: +1
HOMO-LUMO gap, eV: 5.08
LUMO energy, hartree: -0.18615

Positions of all 125 atoms, in Å:
Br1 0.7526 3.4923 -0.1999
Cl1 -1.0204 3.6760 -3.8117
P1 -1.2791 4.4271 0.2542
P2 -1.9665 2.4545 -2.4079
O1 -4.7117 6.5549 3.0330
O2 -0.9510 5.8496 1.0664
O3 -2.1401 3.3686 1.3046
O4 -2.3503 1.0484 -3.2595
O5 -2.7725 1.2766 0.6849
O6 -5.5309 3.4901 1.3995
N1 -3.0271 6.1342 -4.0362
N2 -5.8392 4.2710 -2.2249
C1 -6.0442 4.7245 1.9719
C2 10.1486 -4.3688 5.6004
C3 0.4043 -7.2357 1.9592
C4 2.3064 -8.8846 -6.4897
C5 -3.9617 3.0831 -0.4210
C6 4.0970 -3.4377 1.6488
C7 2.6374 2.2227 4.4994
C8 8.8390 -4.1036 5.2180
C9 2.6455 4.4804 5.3349
C10 10.8670 -2.3191 4.5621
C11 0.6108 -2.4804 4.0176
C12 -8.6701 2.1006 -8.3465
C13 5.4507 -3.7433 1.5663
C14 -3.3663 7.0765 2.9313
C15 8.5437 -2.9460 4.5083
C16 11.1628 -3.4785 5.2686
C17 3.6941 -2.1449 1.9558
C18 5.9971 -1.4560 2.0837
C19 3.2138 -6.8662 -5.5437
C20 4.6433 -1.1527 2.1714
C21 -0.2640 -2.0576 1.8153
C22 6.4004 -2.7525 1.7854
C23 2.4454 -7.0039 0.7044
C24 1.4118 -8.9799 -5.4309
C25 -0.2853 -7.5118 0.7848
C26 -5.1207 5.9815 1.7754
C27 1.4175 -8.0180 -4.4281
C28 -3.6254 3.1748 -1.8657
C29 3.2276 3.2202 5.2667
C30 -6.5764 3.1595 -8.8849
C31 -0.5044 -0.4008 3.5457
C32 -0.7118 -0.8100 2.2336
C33 1.4752 4.7448 4.6340
C34 -2.8994 2.4412 0.5594
C35 3.2041 -7.8256 -6.5490
C36 0.8825 3.7456 3.8713
C37 0.1597 -1.2353 4.4373
C38 -6.0897 2.8375 -7.6242
C39 -3.2274 8.2463 1.8899
C40 -6.8933 2.1454 -6.7244
C41 -6.1919 4.1773 -0.8925
C42 -3.8561 5.4128 -4.6809
C43 9.5564 -2.0513 4.1844
C44 -4.3993 3.9976 -4.2616
C45 2.3219 -6.9631 -4.4826
C46 -4.6385 3.8177 -2.7356
C47 -8.1850 1.7815 -7.0845
C48 1.7698 -6.9792 1.9188
C49 -5.2659 3.5852 0.0584
C50 1.4625 2.4842 3.8057
C51 0.3954 -2.8937 2.7081
C52 0.3888 -7.5274 -0.4305
C53 -7.8648 2.7876 -9.2477
C54 1.7554 -7.2762 -0.4705
H1 -5.9507 3.7001 -9.5855
H2 -8.8140 1.2477 -6.3813
H3 -6.5122 1.8896 -5.7408
H4 -9.6761 1.8138 -8.6286
H5 -0.4282 -2.3785 0.7928
H6 3.5117 -6.8096 0.6735
H7 -1.3497 -7.7144 0.8166
H8 -2.7128 6.1840 2.7063
H9 -6.2001 4.5725 3.0773
H10 -3.2986 7.8227 0.8427
H11 -5.4113 3.8808 -4.7583
H12 7.4559 -2.9909 1.7227
H13 2.3035 -9.6365 -7.2705
H14 -0.8596 0.5696 3.8740
H15 -5.0824 3.1259 -7.3420
H16 -1.2231 -0.1557 1.5374
H17 -3.7836 3.1346 -4.6211
H18 2.2819 -7.2932 -1.4180
H19 -5.7375 6.7607 1.2309
H20 -4.1199 8.9202 2.0370
H21 -0.0334 3.9505 3.3270
H22 -7.1713 4.5675 -0.5277
H23 2.6394 -1.9100 2.0261
H24 9.3248 -1.1448 3.6363
H25 6.7382 -0.6821 2.2493
H26 4.1415 3.0149 5.8118
H27 3.8972 -7.7482 -7.3785
H28 12.1851 -3.6881 5.5617
H29 -2.9987 7.4636 3.9250
H30 -4.1992 5.8148 -5.6769
H31 2.3078 -6.7613 2.8345
H32 -6.5393 4.7011 -2.8399
H33 0.3258 -0.9140 5.4592
H34 -0.1510 -7.7364 -1.3469
H35 -0.4409 6.3844 0.4198
H36 0.7433 -3.8680 2.3826
H37 8.0483 -4.7997 5.4734
H38 4.3282 -0.1424 2.4079
H39 1.1308 -3.1304 4.7121
H40 3.1051 5.2575 5.9347
H41 0.9988 1.7042 3.2127
H42 10.3790 -5.2703 6.1561
H43 -2.6384 1.2862 -4.1646
H44 3.0932 1.2406 4.4431
H45 -8.2425 3.0339 -10.2327
H46 5.7653 -4.7538 1.3313
H47 -0.1223 -7.2203 2.9065
H48 -2.7884 5.6329 -3.1679
H49 0.7181 -8.0908 -3.6033
H50 0.7096 -9.8044 -5.3869
H51 -2.2613 8.8039 1.9409
H52 1.0242 5.7294 4.6830
H53 3.3548 -4.2092 1.4742
H54 -7.0715 4.9111 1.5473
H55 -4.1812 5.7892 1.1907
H56 3.9173 -6.0428 -5.5875
H57 7.5233 -2.7405 4.2082
H58 11.6578 -1.6237 4.3054
H59 2.3310 -6.2152 -3.6974


(3)
Molecular formula: CH4N2O3S
Method: DFT, wB97M-V/def2-TZVPD

Summary:
Energy relative to the best compared isomer or geometry (same formula, charge and spin), kJ/mol: 278.1
Highest occupied orbital energy, eV: -9.5
Molecular weight, Da: 124.1
HOMO-LUMO gap, eV: 10.07
LUMO energy, hartree: 0.02054

Positions of all 11 atoms, in Å:
S1 0.0481 -0.2128 0.9934
O1 1.1428 -1.2085 -2.6754
O2 -1.1624 0.0825 2.1094
O3 -0.1391 -1.5201 0.4070
N1 1.7841 -0.9531 -1.7639
N2 2.3184 -0.7747 -0.7954
C1 -0.6313 1.0417 -0.1979
H1 -0.9250 -0.1881 2.9870
H2 0.1945 1.2451 -0.8955
H3 -1.0448 1.9290 0.4604
H4 -1.5853 0.5589 -0.6293


(4)
Molecular formula: C11H14N2
Method: DFT, wB97M-V/def2-TZVPD

Summary:
Energy relative to the best compared isomer or geometry (same formula, charge and spin), kJ/mol: 744.2
Highest occupied orbital energy (alpha / beta), eV: -7.6 / -7.3
Molecular weight, Da: 174.2
HOMO-LUMO gap (alpha / beta), eV: 7.58 / 7.07
LUMO energy (alpha / beta), hartree: -0.00022 / -0.01022

Positions of all 27 atoms, in Å:
N1 -1.3815 0.1796 -2.1882
N2 1.9425 1.2123 0.6586
C1 1.2387 2.7343 -2.7696
C2 -0.5414 0.5548 0.6936
C3 2.0150 1.4258 -2.9108
C4 -0.6679 -0.5201 1.8226
C5 0.6956 1.4687 -2.1910
C6 -1.4745 -3.6504 0.1520
C7 -1.7657 -2.3680 0.4073
C8 -0.1912 -0.1959 3.2595
C9 0.7809 1.0122 0.4013
C10 -1.2746 -1.7573 1.6695
C11 -0.4505 0.8620 -2.3382
H1 1.7711 3.4684 -2.1821
H2 0.8570 0.2135 3.1551
H3 2.4129 1.0952 1.5040
H4 1.9935 1.0367 -3.9288
H5 0.6544 3.2337 -3.4338
H6 -1.3117 -2.3541 2.5850
H7 -0.8637 0.1374 -0.2353
H8 -0.8577 -4.2008 0.8094
H9 2.7459 1.3147 -2.2683
H10 -1.3340 1.3425 0.9162
H11 -1.8086 -3.9629 -0.7708
H12 -2.1836 -1.8321 -0.4029
H13 -0.1810 -1.1000 3.9963
H14 -0.8198 0.6499 3.5896